C42H70O22 | the ωB97M-V functional and the def2-TZVPD basis

Summary:
Net charge = +1
HOMO level (spin up / spin down) = -11.4 / -11.4 eV
Multiplicity = 2

Bonds (Å) are listed after each position.
CARTESIAN COORDINATES (ANGSTROEM)
1 O -1.774 12.738 20.989  C31 1.249
2 O 6.099 14.780 23.009  C61 1.195
3 O 1.935 10.408 16.490  C51 1.193
4 O 9.984 15.198 21.969  C30 1.423, C33 1.297
5 O 0.548 10.426 18.241  C32 1.397, C51 1.355
6 O 6.170 10.435 17.900  C43 1.419, C57 1.457
7 O 7.736 16.596 15.325  C50 1.423, C52 1.357
8 O 6.931 10.624 13.592  C29 1.416, C36 1.371
9 O 5.753 19.312 21.898  C37 1.339, C55 1.406
10 O 4.314 13.988 17.642  C49 1.328, C62 1.463
11 O 0.841 17.121 21.641  C45 1.242
12 O 10.586 16.860 20.576  C33 1.194
13 O 3.729 14.493 19.651  C25 1.416, C49 1.359
14 O -1.130 16.237 21.042  C39 1.455, C45 1.340
15 O 4.913 16.027 18.441  C49 1.203
16 O -1.800 13.695 23.075  C31 1.299, C54 1.389
17 O 6.495 21.421 21.510  C37 1.200
18 O 5.943 12.768 13.627  C29 1.215
19 O 8.960 15.437 20.084  C33 1.347, C53 1.443
20 O 2.164 16.054 10.834  C40 1.459, C42 1.394
21 O 7.779 13.870 24.089  C23 1.488, C61 1.383
22 O 0.612 14.647 11.799  C40 1.214
23 C 8.486 12.562 24.038  O21 1.488, C24 1.501, H73 1.090, H131 1.090
24 C 7.902 11.752 22.917  C23 1.501, C48 1.555, H65 1.090, H70 1.090
25 C 3.625 15.239 20.850  O13 1.416, H80 1.090, H116 1.090, H124 1.090
26 C 0.462 13.972 23.541  C35 1.499, C54 1.517, H97 1.090, H110 1.090
27 C 2.859 14.662 12.711  C40 1.474, C58 1.602, H84 1.090, H92 1.090
28 C 0.895 12.561 17.217  C51 1.579, C60 1.484, H87 1.090, H103 1.090
29 C 5.867 11.556 13.662  O8 1.416, O18 1.215, C44 1.527
30 C 11.002 15.393 22.944  O4 1.423, H71 1.090, H76 1.090, H122 1.090
31 C -1.242 13.117 22.055  O1 1.249, O16 1.299, C35 1.529
32 C -0.133 11.371 19.013  O5 1.397, C60 1.507, H129 1.090, H133 1.090
33 C 9.921 15.921 20.893  O4 1.297, O12 1.194, O19 1.347
34 C -0.087 17.590 19.485  C45 1.434, C59 1.552, H79 1.090, H126 1.090
35 C 0.256 13.400 22.171  C26 1.499, C31 1.529, H69 1.090, H93 1.090
36 C 6.467 9.334 13.615  O8 1.371, C46 1.540, H83 1.090, H112 1.090
37 C 5.624 20.596 21.543  O9 1.339, O17 1.200, C64 1.498
38 C 4.524 9.397 19.104  C43 1.487, C56 1.526, H101 1.090, H132 1.090
39 C -2.079 16.454 19.960  O14 1.455, C59 1.490, H67 1.090, H85 1.090
40 C 1.763 15.035 11.799  O20 1.459, O22 1.214, C27 1.474
41 C 7.956 16.816 13.004  C50 1.510, C63 1.488, H78 1.090, H115 1.090
42 C 3.524 16.312 10.997  O20 1.394, C58 1.534, H104 1.090, H108 1.090
43 C 5.092 10.731 18.773  O6 1.419, C38 1.487, H99 1.090, H120 1.090
44 C 4.627 10.793 14.121  C29 1.527, C46 1.550, H90 1.090, H100 1.090
45 C -0.066 17.015 20.798  O11 1.242, O14 1.340, C34 1.434
46 C 4.968 9.289 13.968  C36 1.540, C44 1.550, H66 1.090, H89 1.090
47 C 3.549 19.563 20.971  C55 1.601, C64 1.510, H106 1.090, H117 1.090
48 C 6.483 12.361 22.736  C24 1.555, C61 1.517, H75 1.090, H118 1.090
49 C 4.373 14.958 18.548  O10 1.328, O13 1.359, O15 1.203
50 C 7.335 15.988 14.103  O7 1.423, C41 1.510, H123 1.090, H127 1.090
51 C 1.249 11.023 17.247  O3 1.193, O5 1.355, C28 1.579
52 C 9.006 17.043 15.145  O7 1.357, C63 1.551, H109 1.090, H113 1.090
53 C 8.514 16.335 19.046  O19 1.443, H86 1.090, H98 1.090, H130 1.090
54 C -0.943 14.415 23.898  O16 1.389, C26 1.517, H74 1.090, H105 1.090
55 C 4.572 18.574 21.705  O9 1.406, C47 1.601, H95 1.090, H102 1.090
56 C 5.566 8.421 18.565  C38 1.526, C57 1.446, H81 1.090, H88 1.090
57 C 6.772 9.158 18.261  O6 1.457, C56 1.446, H96 1.090, H114 1.090
58 C 4.096 15.149 11.818  C27 1.602, C42 1.534, H107 1.090, H134 1.090
59 C -1.374 17.062 18.798  C34 1.552, C39 1.490, H72 1.090, H94 1.090
60 C 0.246 12.750 18.538  C28 1.484, C32 1.507, H82 1.090, H128 1.090
61 C 6.752 13.791 23.166  O2 1.195, O21 1.383, C48 1.517
62 C 4.883 14.320 16.336  O10 1.463, H91 1.090, H119 1.090, H121 1.090
63 C 9.189 17.357 13.638  C41 1.488, C52 1.551, H68 1.090, H111 1.090
64 C 4.218 20.907 21.131  C37 1.498, C47 1.510, H77 1.090, H125 1.090
65 H 7.936 10.725 23.279  C24 1.090
66 H 4.787 8.681 14.855  C46 1.090
67 H -2.702 15.587 19.740  C39 1.090
68 H 9.337 18.429 13.509  C63 1.090
69 H 0.660 12.392 22.266  C35 1.090
70 H 8.454 11.734 21.977  C24 1.090
71 H 11.824 15.937 22.480  C30 1.090
72 H -2.020 17.600 18.104  C59 1.090
73 H 8.396 12.018 24.978  C23 1.090
74 H -1.132 14.301 24.966  C54 1.090
75 H 5.787 11.833 23.387  C48 1.090
76 H 10.731 15.860 23.891  C30 1.090
77 H 4.272 21.470 20.199  C64 1.090
78 H 8.241 16.188 12.160  C41 1.090
79 H -0.092 18.664 19.672  C34 1.090
80 H 3.307 14.577 21.655  C25 1.090
81 H 5.230 7.959 17.636  C56 1.090
82 H 0.803 13.294 19.301  C60 1.090
83 H 6.771 8.801 12.715  C36 1.090
84 H 2.784 13.599 12.938  C27 1.090
85 H -2.743 17.264 20.259  C39 1.090
86 H 7.569 15.924 18.692  C53 1.090
87 H 1.821 13.106 17.034  C28 1.090
88 H 5.695 7.623 19.297  C56 1.090
89 H 4.465 8.775 13.149  C46 1.090
90 H 4.583 11.059 15.177  C44 1.090
91 H 5.589 13.536 16.064  C62 1.090
92 H 2.615 15.284 13.573  C27 1.090
93 H 0.745 14.023 21.422  C35 1.090
94 H -1.106 16.229 18.148  C59 1.090
95 H 4.191 18.132 22.626  C55 1.090
96 H 7.349 8.898 17.374  C57 1.090
97 H 1.146 14.811 23.412  C26 1.090
98 H 8.486 17.405 19.251  C53 1.090
99 H 4.272 11.363 18.433  C43 1.090
100 H 3.678 11.099 13.679  C44 1.090
101 H 3.542 9.298 18.644  C38 1.090
102 H 4.900 17.759 21.060  C55 1.090
103 H 0.186 12.573 16.388  C28 1.090
104 H 3.547 17.233 11.579  C42 1.090
105 H -0.939 15.474 23.638  C54 1.090
106 H 3.437 19.128 19.978  C47 1.090
107 H 4.870 15.408 12.540  C58 1.090
108 H 4.072 16.445 10.064  C42 1.090
109 H 9.670 16.189 15.278  C52 1.090
110 H 0.934 13.265 24.223  C26 1.090
111 H 10.184 17.074 13.292  C63 1.090
112 H 6.875 8.815 14.483  C36 1.090
113 H 9.441 17.793 15.805  C52 1.090
114 H 7.390 9.380 19.131  C57 1.090
115 H 7.240 17.567 12.669  C41 1.090
116 H 2.923 16.050 20.656  C25 1.090
117 H 2.485 19.613 21.206  C47 1.090
118 H 5.957 12.366 21.781  C48 1.090
119 H 4.179 14.444 15.512  C62 1.090
120 H 5.422 11.203 19.698  C43 1.090
121 H 5.556 15.175 16.404  C62 1.090
122 H 11.475 14.456 23.239  C30 1.090
123 H 6.257 16.040 13.949  C50 1.090
124 H 4.622 15.616 21.080  C25 1.090
125 H 3.810 21.563 21.900  C64 1.090
126 H 0.868 17.312 19.039  C34 1.090
127 H 7.613 14.945 13.949  C50 1.090
128 H -0.631 13.380 18.395  C60 1.090
129 H -0.057 11.296 20.098  C32 1.090
130 H 9.141 16.268 18.157  C53 1.090
131 H 9.540 12.618 23.765  C23 1.090
132 H 4.304 9.226 20.158  C38 1.090
133 H -1.186 11.219 18.776  C32 1.090
134 H 4.383 14.340 11.146  C58 1.090

Results of the Mulliken charge analysis, in e, for atoms 1 through 99: -0.588, -0.539, -0.559, -0.240, -0.365, -0.399, 0.106, -0.374, -0.348, 0.074, -0.624, -0.580, -0.058, -0.256, -0.714, -0.381, -0.602, -0.370, -0.285, -0.350, -0.388, -0.548, -0.295, -0.617, -0.305, -0.546, 0.094, -0.076, 0.271, -0.852, 0.453, -0.631, 0.719, -0.036, 0.387, -0.328, 0.358, -0.271, -0.578, 0.138, -0.523, -0.454, 1.097, 0.378, 0.447, -0.651, -0.283, 0.278, 0.368, 0.107, 0.429, -0.444, -0.469, -0.379, 0.254, -0.626, -0.348, 0.694, -0.584, 0.763, 0.480, -0.402, -0.751, -0.330, 0.353, 0.189, 0.452, 0.305, 0.685, 0.290, 0.422, 0.404, 0.373, 0.391, 0.346, 0.306, 0.260, 0.313, 0.309, 0.141, 0.223, -0.554, 0.314, 0.047, 0.289, -0.003, -0.144, 0.327, 0.300, -0.277, 0.190, 0.224, -0.648, 0.101, 0.274, 0.242, 0.125, 0.436, -0.168